No. 1
Entry from the Open Molecules 2025 dataset: C9H22AlN3O4 as an isolated structure (ωB97M-V with the def2-TZVPD basis set).

Properties
M: 263.27 g mol⁻¹
energy above the lowest of the compared OMol25 structures with the same formula, charge and spin: 0.0 kcal/mol
orbital gap: 2.74 eV
lowest unoccupied orbital energy: -12.66 eV
net charge: +2

Each line ends with the Mulliken charge.
Atoms and positions in Å:
Al 0.350 5.123 0.612  1.0905
O 1.890 2.982 0.247  -0.5222
O 1.910 1.231 -2.564  -0.4230
O -1.139 2.976 -0.442  -0.5737
O -0.789 -1.086 4.723  -0.4101
N 2.035 -1.074 -2.564  0.1860
N 0.199 -0.583 2.749  0.2078
N -2.506 1.161 -0.291  0.1300
C -1.808 2.087 -0.965  0.0955
C 1.298 -1.311 -1.358  -0.5253
C -0.128 -0.321 4.073  0.1763
C 2.537 -2.246 -3.249  -0.8030
C -2.642 1.198 1.152  -0.8644
C 1.022 0.326 2.033  -0.5923
C -0.165 -1.847 2.142  -0.7291
C 2.282 0.176 -3.044  0.1290
C -3.087 -0.002 -0.924  -0.8266
H 2.913 0.077 -3.938  0.2999
H 1.144 1.311 2.481  0.4089
H 1.682 -2.735 -3.736  0.3770
H 0.685 -2.445 1.822  0.3525
H 0.302 0.580 4.527  0.3670
H -3.092 0.114 -2.008  0.3372
H -4.141 -0.111 -0.652  0.3545
H 1.097 -0.317 -0.947  -0.1375
H 3.211 -1.966 -4.054  0.2968
H -0.883 -2.370 2.765  0.3041
H 2.974 -2.988 -2.584  0.3043
H -2.618 -0.941 -0.632  0.2510
H 2.000 -0.079 1.756  0.3735
H -2.298 0.266 1.613  0.2512
H -1.991 1.961 1.570  0.2368
H -0.753 -1.561 1.261  0.1763
H 0.300 -1.742 -1.474  0.3464
H -1.920 1.993 -2.052  0.3840
H 1.859 -1.891 -0.626  0.4026
H -3.688 1.333 1.425  0.3825
H 0.474 0.599 1.106  -0.1687
H 1.484 2.122 0.047  0.3541

Force components x, y, z for each atom (eV/Å):
0.4 -1.5 -0.5
-0.8 0.7 0.3
-0.3 -0.3 0.4
0.5 0.5 0.5
-0.2 0.0 -0.1
-0.1 -0.8 0.5
0.6 0.2 0.3
0.3 -0.5 0.7
-0.4 -0.2 -0.4
-0.5 1.4 0.7
-0.1 -0.5 0.9
-0.6 0.0 -0.8
0.6 0.0 0.3
-0.5 0.7 -0.8
-1.1 0.8 -0.6
0.6 -0.3 -0.5
-1.0 0.0 -0.7
-0.1 0.5 -0.1
0.1 -0.3 0.7
0.0 -0.1 0.1
0.1 0.0 0.3
0.1 0.2 -0.4
0.3 -0.1 0.0
0.1 0.2 0.2
0.1 -0.1 0.2
0.2 0.0 0.2
0.4 -0.2 0.4
0.2 0.3 0.2
0.3 0.2 0.0
0.0 -0.1 0.0
-0.2 -0.2 -0.2
-0.3 0.3 -0.1
0.3 -0.3 -0.3
0.2 -0.4 -0.5
0.2 0.0 0.0
0.1 -0.2 -0.2
0.0 0.2 0.1
0.2 -0.4 -0.2
-0.1 0.2 -0.4

No. 2
Entry from the Open Molecules 2025 dataset: C18H27N3S2Ti as an isolated structure (ωB97M-V with the def2-TZVPD basis set).

Properties
2S+1: 3
M: 397.44 g mol⁻¹
orbital gap (alpha / beta): 6.05 / 8.26 eV
lowest unoccupied orbital energy (alpha / beta): -6.41 / -6.98 eV
net charge: +2

Each line ends with the Mulliken charge.
Atoms and positions in Å:
Ti 1.089 0.396 -0.299  0.0963
S -0.043 2.526 -0.446  -0.1080
S 0.226 -1.922 -0.084  0.0874
N 1.065 0.751 1.797  0.6945
N -0.033 0.120 -2.109  -0.0554
N 3.020 0.340 -0.262  -0.0900
C 0.262 -1.165 -2.763  -0.4955
C 0.319 1.287 -2.949  -0.3352
C -0.260 -2.264 -1.885  -0.8389
C 1.577 3.457 -0.333  -0.9204
C 0.402 1.582 2.670  -0.2830
C 2.743 0.372 3.441  -1.1602
C 2.132 1.271 4.313  -0.4641
C -0.231 2.539 -2.298  -0.8260
C 3.180 -0.288 1.028  1.1033
C 4.655 -1.149 -1.269  -0.8797
C 2.299 0.212 2.120  0.5588
C 1.596 -3.158 -0.101  -1.0538
C 0.941 1.897 3.922  -0.9258
C -2.844 -0.321 1.636  -0.4182
C -3.387 -0.318 0.436  -0.5627
C 3.538 -0.314 -1.381  -0.0183
C 5.060 -1.469 0.032  -0.5983
C 4.328 -1.092 1.168  -0.6437
H 3.672 -0.095 3.733  0.3594
H -1.057 0.148 -1.915  0.1472
H 0.248 3.433 -2.703  0.5234
H 1.417 1.274 -3.072  0.2482
H -0.528 2.057 2.334  0.4552
H -0.111 1.133 -3.952  0.5438
H 1.337 4.476 -0.670  0.4977
H 2.036 -3.197 0.897  0.3459
H 2.599 1.541 5.273  0.4220
H 5.252 -1.445 -2.177  0.4281
H -2.140 -1.136 1.874  0.2786
H 1.891 3.475 0.720  0.3155
H 1.198 -4.142 -0.383  0.4616
H 3.094 -0.012 -2.353  0.4641
H 0.446 2.645 4.559  0.4317
H 6.000 -1.985 0.171  0.4685
H -1.314 2.619 -2.436  0.4029
H 1.346 -1.199 -2.931  0.2929
H -3.412 -1.210 -0.203  0.2851
H -0.210 -1.183 -3.750  0.5037
H 2.333 -2.819 -0.832  0.2798
H -2.497 0.620 2.082  0.1769
H 4.691 -1.327 2.202  0.3765
H 2.367 3.019 -0.964  0.2713
H -1.352 -2.357 -1.909  0.3724
H -3.418 0.610 -0.154  0.2768
H 0.166 -3.229 -2.161  0.5076

Force components x, y, z for each atom (eV/Å):
-0.5 -0.7 0.9
0.9 1.2 -1.0
-0.2 -1.8 -1.1
0.7 0.5 -0.1
-1.0 0.3 -0.3
-0.7 -1.5 0.4
-0.1 0.3 -0.4
-0.2 -0.5 -0.3
-0.1 -0.2 0.9
-0.5 0.3 0.0
1.1 -0.4 0.3
0.5 0.3 0.0
-0.1 -0.2 -0.1
-0.3 0.3 0.4
0.6 0.7 -0.8
-0.9 0.8 -1.0
-0.6 1.0 0.8
0.1 0.3 0.2
-0.4 0.0 -0.6
2.8 0.3 -0.2
1.0 0.3 -1.9
1.3 0.1 0.1
0.4 0.2 1.1
0.0 0.0 0.3
0.1 0.1 0.1
0.8 0.0 -0.2
-0.2 0.0 0.1
-0.3 0.3 0.1
0.4 -0.5 0.0
0.2 0.3 0.2
0.2 -0.3 0.2
-0.1 0.0 -0.2
-0.3 -0.4 -0.5
-1.0 0.1 1.1
-1.4 -0.3 0.7
-0.2 -0.1 -0.4
0.0 0.4 0.2
0.7 0.0 0.7
0.3 -0.5 -0.4
-0.1 -0.1 0.1
0.2 0.0 -0.2
-0.2 -0.3 0.1
-0.3 0.1 0.6
0.0 -0.2 0.0
0.0 -0.2 0.1
-0.8 -0.2 0.1
-0.4 -0.1 -1.2
-0.4 0.1 0.3
0.2 0.2 0.0
-1.2 -0.1 0.6
-0.1 0.1 0.1

No. 3
Entry from the Open Molecules 2025 dataset: C42H114F3N6O22Pt as an isolated structure (ωB97M-V with the def2-TZVPD basis set).

Properties
2S+1: 3
M: 1307.47 g mol⁻¹
orbital gap (alpha / beta): 1.69 / 1.63 eV
lowest unoccupied orbital energy (alpha / beta): -8.29 / -8.35 eV
net charge: +1

Each line ends with the Mulliken charge.
Atoms and positions in Å:
Pt -11.149 16.433 -14.334  0.9816
F -11.796 9.856 -17.164  -0.2541
F -11.651 9.446 -19.249  -0.2376
F -9.849 9.657 -18.061  -0.2472
O -22.432 13.362 -25.553  -0.5148
O -2.709 15.297 -17.035  -0.4970
O -18.563 12.988 -14.338  -0.3062
O -23.448 14.332 -22.878  -0.5222
O -10.754 -0.308 -17.596  -0.3208
O -4.942 9.561 -9.909  -0.5343
O -0.585 7.275 -13.973  -0.5258
O -17.355 5.490 -24.730  -0.5119
O -7.036 14.353 -26.554  -0.4838
O -9.764 2.664 -9.613  -0.3190
O -18.632 18.542 -15.781  -0.5001
O -0.781 5.803 -16.709  -0.4968
O -15.703 12.531 -29.908  -0.3103
O -13.423 22.646 -18.477  -0.3244
O -0.774 17.466 -19.291  -0.5280
O -10.540 12.602 -17.693  -0.3538
O -7.539 10.723 -9.442  -0.5262
O -12.389 12.110 -18.911  -0.3132
O -14.624 4.717 -25.779  -0.5217
O -19.654 20.220 -13.531  -0.4974
O -4.793 12.350 -26.654  -0.5154
O -18.017 5.727 -12.781  -0.2908
N -12.925 -3.137 -16.359  -0.6617
N -16.074 13.929 -13.210  -0.7466
N -20.840 5.156 -10.546  -0.6948
N -12.206 0.968 -7.375  -0.7550
N -12.986 19.594 -18.093  -0.7826
N -16.359 14.976 -28.086  -0.6937
C -14.326 12.487 -20.339  -1.3046
C -5.953 9.697 -10.922  -0.4410
C -19.903 12.746 -14.466  -0.7926
C -13.903 23.808 -19.038  -0.8496
C -10.829 -2.487 -15.448  -1.3973
C -5.129 13.101 -25.532  -0.2410
C -6.628 13.485 -25.470  -0.5313
C -11.071 11.684 -18.629  0.0093
C -19.229 5.160 -12.343  -0.6059
C -17.659 5.394 -14.139  -0.7487
C -7.293 9.622 -10.280  -0.2538
C -19.594 5.786 -10.994  0.5342
C -18.571 5.416 -9.848  -1.4495
C -11.071 10.146 -18.257  0.7698
C -12.007 -2.070 -16.253  0.5399
C -19.539 20.638 -14.881  -0.4337
C -15.946 12.042 -11.697  -1.3933
C -10.461 1.685 -8.916  -0.9000
C -15.546 14.972 -29.280  0.7033
C -14.968 5.554 -24.695  -0.3597
C -12.980 21.698 -19.447  -0.8464
C -10.548 3.090 -10.728  -0.7417
C -18.088 12.584 -13.050  -0.6599
C -23.245 14.504 -25.300  -0.2934
C -16.554 12.540 -13.049  0.2937
C -12.879 12.011 -20.302  -0.0688
C -22.760 15.081 -23.923  -0.3982
C -11.721 2.100 -8.174  0.5744
C -19.694 19.491 -15.893  -0.3651
C -16.233 6.327 -24.858  -0.3387
C -14.819 13.594 -29.396  -0.7715
C -1.455 6.856 -16.161  -0.2942
C -14.587 16.146 -29.029  -1.4853
C -2.589 16.422 -17.866  -0.2980
C -12.187 20.633 -18.774  0.5827
C -0.612 7.789 -15.284  -0.3837
C -11.612 3.409 -7.319  -1.3087
C -10.609 0.476 -18.810  -0.7180
C -11.742 -1.371 -17.706  -0.6930
C -11.121 19.940 -19.663  -1.4494
C -15.004 11.365 -30.229  -0.7092
C -1.180 16.378 -18.473  -0.3375
H -19.586 6.875 -10.946  0.2120
H -0.491 16.305 -17.632  0.2596
H -20.285 13.082 -15.430  0.2859
H -12.466 -1.252 -15.698  0.2082
H -16.780 5.963 -14.439  0.2304
H -10.545 0.690 -9.351  0.4135
H -16.899 14.130 -28.197  0.2271
H -11.595 21.260 -18.107  0.2389
H -4.523 14.006 -25.560  0.2192
H -10.101 -1.684 -15.339  0.3286
H -2.315 6.536 -15.573  0.2607
H -5.847 8.908 -11.667  0.3089
H -11.479 3.618 -10.517  0.2759
H -12.537 3.764 -6.864  0.3761
H -17.318 4.358 -14.145  0.3008
H -13.140 24.426 -19.512  0.3364
H -2.681 17.348 -17.299  0.2385
H -11.287 -2.828 -14.519  0.3600
H -18.612 21.177 -15.079  0.3049
H -18.686 6.151 -9.051  0.3699
H -9.907 3.760 -11.301  0.2575
H -19.755 19.843 -16.923  0.2672
H -7.371 8.697 -9.710  0.2949
H -6.670 15.211 -26.325  0.3019
H -16.043 12.698 -10.831  0.3552
H -7.930 10.436 -8.614  0.3199
H -11.178 4.165 -7.973  0.2914
H -13.765 -2.844 -16.836  0.2497
H -11.575 19.647 -20.609  0.3356
H -14.500 13.226 -28.420  0.3323
H -12.522 22.174 -20.315  0.4856
H -15.883 10.746 -30.411  0.2536
H -1.830 7.415 -17.019  0.3058
H -6.925 13.888 -24.502  0.3092
H -24.370 14.186 -23.102  0.3082
H -18.731 20.176 -13.269  0.3018
H -18.473 5.627 -14.825  0.3045
H -4.882 10.395 -9.438  0.3024
H -10.227 -3.315 -15.822  0.3444
H -8.029 9.687 -11.082  0.2237
H -16.309 6.951 -23.968  0.2533
H -16.749 14.387 -13.806  0.3125
H -13.786 16.314 -29.749  0.3745
H -12.658 -0.914 -18.082  0.3598
H -14.725 23.776 -19.753  0.3170
H -11.443 -2.125 -18.434  0.3236
H -16.238 14.307 -12.288  0.2874
H -1.003 8.807 -15.282  0.2789
H -1.381 7.406 -13.454  0.2996
H -14.748 12.515 -21.343  0.3746
H -3.379 16.485 -18.615  0.2925
H -17.237 4.852 -25.438  0.3190
H -14.875 11.838 -19.657  0.3254
H -10.344 20.645 -19.958  0.3908
H -10.739 19.019 -19.222  0.3679
H -14.015 13.665 -30.128  0.3587
H -18.542 4.408 -9.434  0.3666
H -14.486 13.443 -19.839  0.3117
H -12.379 12.651 -21.030  0.3216
H -12.839 11.024 -20.764  0.2996
H -7.270 12.606 -25.431  0.3030
H -16.129 11.915 -13.835  0.2991
H -22.441 12.863 -24.732  0.3314
H -14.363 11.456 -31.107  0.2739
H -10.512 11.706 -19.564  0.3672
H -21.685 15.041 -23.749  0.2675
H -20.350 21.336 -15.089  0.2910
H -5.740 10.638 -11.429  0.3052
H -16.325 6.981 -25.725  0.2650
H -19.012 4.094 -12.276  0.3159
H -20.156 11.686 -14.469  0.3118
H -4.716 12.480 -24.737  0.3200
H -18.379 11.555 -12.840  0.3812
H -21.601 5.517 -11.103  0.2152
H -15.225 17.029 -29.004  0.3476
H -1.057 15.488 -19.090  0.2567
H -23.116 16.103 -23.789  0.2726
H -3.640 15.132 -16.870  0.2948
H -11.559 0.635 -19.321  0.2903
H -21.049 5.390 -9.586  0.2576
H -19.106 17.710 -15.711  0.3110
H -14.140 6.230 -24.480  0.3572
H -10.172 1.472 -18.734  0.2517
H -0.532 5.271 -15.950  0.2976
H -16.925 15.780 -27.855  0.2061
H -12.556 -3.950 -16.831  0.2479
H -24.289 14.191 -25.274  0.2634
H -10.889 3.258 -6.518  0.3512
H -20.612 18.932 -15.713  0.3199
H -13.071 1.172 -6.896  0.2545
H -17.571 5.548 -10.262  0.3458
H -18.520 13.191 -12.255  0.3338
H -14.559 10.988 -29.309  0.3144
H -10.814 2.200 -11.298  0.3317
H -15.020 4.848 -23.867  0.2268
H -20.055 5.340 -13.032  0.3366
H -13.923 21.245 -19.753  0.2798
H -16.370 11.071 -11.440  0.3544
H -9.788 1.534 -8.072  0.3689
H 0.176 17.414 -19.418  0.3182
H 0.421 7.945 -15.596  0.2580
H -13.725 20.177 -17.726  0.3335
H -16.087 15.253 -30.183  0.2150
H -13.860 5.087 -26.227  0.3108
H -9.944 -0.121 -19.433  0.2866
H -14.867 11.995 -11.847  0.3724
H -3.896 12.020 -26.562  0.3182
H -20.558 13.207 -13.727  0.3206
H -14.039 16.012 -28.096  0.3636
H -13.502 19.098 -18.805  0.2798
H -23.217 15.209 -26.130  0.2854
H -12.522 2.182 -8.908  0.2738
H -14.082 24.463 -18.185  0.3142
H -12.469 0.255 -8.040  0.2555

Force components x, y, z for each atom (eV/Å):
-0.2 0.0 -0.1
0.2 0.6 0.0
0.4 0.5 -0.2
0.2 0.4 -0.2
-0.2 0.2 -0.7
0.0 -0.4 0.1
1.4 0.3 0.9
1.3 -0.3 0.1
-0.6 0.5 -0.2
0.1 -0.5 -0.5
1.0 -0.5 0.9
-0.3 -0.4 -0.6
0.4 -0.8 1.1
-1.4 0.6 -1.2
-0.1 0.0 0.0
0.8 -1.5 0.1
0.3 2.7 0.4
0.9 -0.9 -0.1
-1.0 0.7 0.2
-0.2 -2.3 -1.4
0.2 0.8 0.6
-0.2 -0.7 -1.3
0.0 -0.1 -0.9
0.7 0.1 -0.5
-0.6 -0.6 -1.8
0.5 1.0 -1.2
-1.2 -0.7 -0.1
0.3 -0.3 -0.1
-0.4 0.4 -0.7
0.8 -0.6 0.3
-0.1 1.4 0.2
-0.3 -1.8 0.2
-0.1 -0.4 1.6
1.3 0.4 0.9
-2.1 -0.5 -0.9
0.4 2.2 0.6
0.9 -0.2 0.2
0.4 0.3 0.4
0.1 -0.6 -0.2
-1.2 1.3 0.5
0.7 0.5 0.4
0.2 0.1 1.3
-0.8 0.0 -0.6
0.9 -2.3 2.4
0.7 0.8 -1.2
-0.7 -0.2 0.8
0.5 2.2 -2.3
-0.9 -0.3 -1.1
-0.2 -0.2 -1.0
1.4 -0.1 3.4
1.5 0.8 0.5
1.2 -0.3 0.1
-2.0 -0.1 -0.3
0.8 -0.1 -0.4
0.7 -1.6 -0.6
1.3 -0.1 1.0
0.1 1.3 1.6
-0.6 0.7 -0.3
-2.9 0.1 -0.3
-2.2 0.7 -0.1
0.0 -0.1 0.5
-0.5 0.4 1.4
-1.5 -0.3 -1.0
-0.4 2.3 -0.5
0.7 -0.3 -0.3
0.5 1.3 -0.7
2.4 -0.7 -0.3
-0.8 0.2 0.2
0.9 -1.0 -0.9
0.0 -1.4 0.0
1.0 0.3 1.4
-1.0 0.5 -0.7
-1.8 -0.2 0.7
0.7 -0.7 -0.1
-0.2 0.2 -0.8
0.0 -0.2 0.2
0.4 0.3 -0.1
-0.2 0.0 0.2
-0.1 0.3 0.3
-0.3 0.2 -0.9
-0.8 0.2 0.7
-0.1 -0.6 1.0
-0.1 0.5 0.2
-0.3 0.2 0.4
-0.2 0.0 0.2
0.1 -0.2 0.2
0.0 0.1 0.6
-0.1 -0.2 -0.3
-0.5 -0.3 -0.4
0.6 -0.4 -0.6
0.1 0.2 0.3
0.5 0.2 0.3
0.2 -0.1 0.1
0.0 -0.2 0.2
-0.1 -0.1 -0.2
0.1 0.4 0.0
-0.1 -0.2 -0.3
0.0 0.2 -0.2
-0.6 0.3 -0.2
0.1 0.0 -0.1
-0.2 0.3 0.1
-0.2 -0.2 0.0
-0.2 -0.2 -0.2
0.4 0.4 0.1
0.4 0.1 0.1
0.6 -0.8 -0.6
-0.2 0.2 0.0
0.7 0.7 0.2
0.0 0.2 -0.3
-0.1 -0.3 0.6
-0.1 -0.3 -0.1
-0.1 0.1 0.0
-0.3 -0.3 -0.4
-0.3 -0.5 -0.1
0.2 0.4 0.0
0.0 0.3 -0.4
-0.3 -0.1 -0.5
-0.4 -0.1 0.2
-0.4 -0.6 0.3
0.3 -0.2 -0.1
0.1 0.6 0.1
-0.5 0.1 -0.1
-0.2 0.2 -0.4
0.1 -0.2 0.1
0.0 -0.3 -0.3
-0.4 -0.4 -0.1
-0.4 -0.4 -0.5
0.2 -0.2 0.3
0.2 0.3 0.3
0.4 0.2 0.2
-0.8 -0.1 -0.3
0.5 0.4 -0.4
1.0 0.3 0.5
0.2 -0.4 0.7
0.1 -0.3 -1.0
-0.5 0.0 -0.2
0.0 -0.2 0.1
0.3 0.0 0.2
0.8 0.3 0.0
-0.2 -0.3 -0.2
-0.1 0.1 0.0
-0.5 0.2 -0.2
0.4 -0.1 -0.3
-0.7 -0.3 0.4
0.2 -0.4 0.3
-0.9 0.5 1.1
-0.6 -0.3 -0.1
-0.4 -0.1 0.0
0.3 0.2 0.2
-0.3 -0.4 0.3
0.3 0.3 -0.3
0.0 0.0 0.0
-0.2 -0.3 0.0
0.1 0.0 0.1
0.5 -0.2 0.1
0.1 0.2 0.1
0.1 -0.2 1.0
0.4 -0.5 -0.1
0.0 0.0 -0.6
0.2 0.0 -0.1
-0.3 0.1 0.5
0.0 -0.1 0.1
-0.3 0.4 0.2
0.0 0.4 0.1
0.2 0.3 0.1
0.2 0.4 0.1
0.8 -0.3 -0.2
0.0 0.0 -0.4
-0.5 0.4 0.4
-0.1 0.0 -0.4
-0.1 -0.3 -0.9
0.3 -0.1 0.1
0.3 -0.6 0.2
0.0 -0.1 0.1
0.0 -0.6 -0.2
-0.5 -0.2 1.0
-0.2 -0.6 -0.4
-0.1 -0.1 -0.2
-0.1 0.2 -0.5
0.0 -0.4 0.0
0.0 0.1 0.0
0.3 0.3 0.5
-0.4 0.1 0.3
0.2 -0.4 -0.5
0.7 0.0 0.0
0.0 1.1 -0.5
-1.0 -0.1 0.0
0.1 -0.4 0.0

No. 4
Entry from the Open Molecules 2025 dataset: C4H12FNa2O2S2 as an isolated structure (ωB97M-V with the def2-TZVPD basis set).

Properties
M: 221.25 g mol⁻¹
energy above the lowest of the compared OMol25 structures with the same formula, charge and spin: 0.0 kcal/mol
orbital gap: 6.37 eV
lowest unoccupied orbital energy: -4.68 eV
net charge: +1

Each line ends with the Mulliken charge.
Atoms and positions in Å:
S -0.304 -2.403 -0.921  0.5270
S 0.715 3.037 -0.619  0.4904
Na -2.470 2.412 0.243  0.9317
Na -3.300 0.884 3.161  0.9520
F -2.331 0.341 1.208  -0.8609
O -0.009 -3.722 -1.486  -0.6273
O -0.636 3.653 -0.342  -0.7268
C 1.289 -1.768 -0.420  -0.7221
C 1.107 2.020 0.792  -0.6654
C 0.422 1.671 -1.742  -0.6662
C -0.914 -2.665 0.745  -0.8612
H 1.885 -1.621 -1.320  0.2997
H -0.302 -3.414 1.243  0.3707
H 1.853 1.290 0.473  0.2668
H 1.782 -2.554 0.156  0.4415
H 1.374 1.169 -1.907  0.3397
H -0.348 1.010 -1.340  0.0887
H 1.579 2.616 1.569  0.3858
H 1.209 -0.851 0.161  -0.0068
H -1.947 -2.990 0.636  0.3152
H -0.944 -1.697 1.246  0.2034
H 0.218 1.494 1.148  0.1466
H 0.070 2.089 -2.684  0.3775

Force components x, y, z for each atom (eV/Å):
-0.1 0.6 0.3
-0.1 0.0 -0.1
0.4 -0.4 -0.3
0.4 -0.6 -0.5
-0.5 1.4 0.7
0.0 -0.8 -0.5
-0.3 -0.4 0.2
0.5 -0.1 0.1
0.5 -0.3 0.2
-0.1 0.3 -0.2
-0.4 0.3 -0.1
-0.1 0.1 -0.1
0.0 0.0 0.0
0.0 0.0 0.0
-0.1 0.1 0.1
-0.1 -0.2 0.0
0.2 -0.2 0.1
-0.3 0.2 0.1
-0.1 0.0 0.0
0.1 -0.2 0.1
0.1 -0.1 0.1
0.0 0.1 0.0
0.1 0.1 0.0